Record 1
{"formula": "C11H13N2O", "method": "ωB97M-V/def2-TZVPD", "total_charge": 1, "de_lowest_ev": 6.517, "energy_ha": -611.20594, "lumo_ev": [-3.93, -3.42], "homo_lumo_gap_ev": [6.47, 7.21], "homo_energy_ev": [-10.4039, -10.6298], "symbols": ["C", "C", "C", "C", "C", "C", "C", "C", "C", "C", "C", "N", "N", "O", "H", "H", "H", "H", "H", "H", "H", "H", "H", "H", "H", "H", "H"], "coordinates": [[3.84, -0.26, -0.12], [3.61, 0.64, 0.89], [2.79, -0.91, -0.71], [2.34, 0.87, 1.44], [0.46, -1.46, -0.74], [1.47, -0.66, -0.32], [1.38, 0.22, 0.76], [-0.92, 0.38, 1.09], [-2.61, -0.26, -0.44], [-2.72, 1.28, -0.25], [-0.69, -1.93, 0.18], [-1.41, -0.60, 0.37], [-1.68, 1.63, 0.80], [-0.38, -2.26, 1.42], [4.80, -0.41, -0.43], [4.43, 1.11, 1.22], [2.90, -1.71, -1.33], [2.18, 1.53, 2.39], [0.53, -1.86, -1.73], [-3.42, -0.70, 0.06], [-2.39, -0.41, -1.42], [-2.46, 1.93, -1.10], [-3.67, 1.61, 0.16], [-1.26, -2.60, -0.48], [-2.00, 2.03, 1.69], [-0.91, 2.38, 0.52], [0.53, -2.61, 1.67]], "lowdin_charge": [-0.0412, -0.0546, -0.0044, -0.0610, 0.0312, -0.2719, 0.0321, 0.0002, -0.0451, -0.0544, -0.3522, -0.0434, 0.0560, 0.0443, 0.0908, 0.0705, 0.0945, 0.1546, 0.1124, 0.1229, 0.1029, 0.1393, 0.1304, 0.1617, 0.1710, 0.2335, 0.1799]}

***

Record 2
{"formula": "C11H13N2O6Ti", "method": "ωB97M-V/def2-TZVPD", "total_charge": 2, "de_lowest_ev": 0.000, "energy_ha": -1836.71736, "lumo_ev": [-9.83, -9.65], "s_squared": 0.75, "homo_lumo_gap_ev": [6.46, 6.61], "homo_energy_ev": [-16.2962, -16.2652], "multiplicity": 2, "symbols": ["O", "C", "Ti", "C", "O", "C", "O", "C", "O", "C", "O", "H", "C", "N", "C", "C", "C", "N", "C", "C", "O", "H", "H", "H", "H", "H", "H", "H", "H", "H", "H", "H", "H"], "coordinates": [[-2.63, -6.58, -3.98], [-2.17, -5.95, -3.14], [-0.23, -2.21, -1.03], [0.55, -2.09, 0.91], [0.88, -1.72, 1.97], [0.20, -0.67, -2.30], [0.36, 0.31, -2.89], [-2.41, -1.97, -0.81], [-3.49, -1.57, -0.75], [1.54, -3.30, -1.73], [2.54, -3.67, -2.20], [-0.80, -2.92, -2.36], [-2.35, 1.18, 0.95], [-0.94, 1.55, 0.96], [-0.54, 2.73, 1.68], [0.89, 2.59, 2.07], [1.67, 2.32, 0.83], [1.22, 1.05, 0.30], [2.27, 0.20, -0.27], [-0.09, 0.73, 0.34], [-0.59, -0.33, -0.19], [-2.84, 1.97, 1.52], [-2.54, 0.22, 1.44], [-2.75, 1.18, -0.07], [-0.71, 3.61, 1.03], [-1.21, 2.80, 2.53], [1.01, 1.78, 2.79], [1.23, 3.50, 2.53], [2.73, 2.22, 1.01], [1.51, 3.09, 0.07], [2.78, 0.75, -1.08], [3.01, -0.04, 0.52], [1.89, -0.76, -0.68]], "lowdin_charge": [0.0317, -0.0069, 0.5981, 0.0461, 0.2169, -0.0502, 0.2414, 0.0465, 0.2071, 0.0379, 0.2087, 0.0266, 0.0098, -0.0503, -0.1228, -0.1284, -0.1268, -0.0489, 0.0025, -0.4023, -0.2348, 0.1112, 0.1088, 0.1104, 0.1571, 0.1415, 0.1406, 0.1402, 0.1408, 0.1566, 0.1299, 0.1287, 0.0320]}

***

Record 3
{"formula": "C11H13N2OP", "method": "ωB97M-V/def2-TZVPD", "de_lowest_ev": 3.420, "energy_ha": -952.91178, "lumo_ev": -0.72, "homo_lumo_gap_ev": 7.21, "homo_energy_ev": -7.9333, "symbols": ["C", "C", "C", "C", "C", "C", "C", "C", "C", "C", "C", "N", "N", "O", "P", "H", "H", "H", "H", "H", "H", "H", "H", "H", "H", "H", "H", "H"], "coordinates": [[-0.52, -0.42, 2.98], [-0.26, 0.56, -1.71], [-1.58, -1.52, -1.43], [-0.38, 0.38, -3.03], [-1.75, -1.64, -2.77], [-0.80, -0.48, -0.88], [-1.12, -0.74, -3.61], [3.45, -0.10, 2.64], [-0.77, -0.52, 0.60], [-0.26, 0.09, 1.68], [-0.03, 2.48, 3.17], [-0.76, -0.85, 4.03], [-1.28, -0.89, -4.91], [2.43, 0.93, 2.68], [0.59, 1.72, 1.61], [0.31, 1.41, -1.27], [-2.03, -2.36, -0.94], [0.17, 1.07, -3.59], [-2.16, -2.45, -3.43], [4.16, -0.11, 1.78], [3.95, 0.13, 3.63], [-1.08, -1.54, 0.73], [0.34, 3.50, 3.10], [-1.14, 2.44, 3.05], [0.39, 2.01, 4.06], [-0.88, -0.30, -5.63], [-1.96, -1.66, -5.27], [2.98, -1.13, 2.72]], "lowdin_charge": [-0.2886, -0.0401, -0.0419, -0.0255, -0.0558, -0.2003, -0.3365, -0.2155, -0.0624, -0.4464, -0.3202, 0.1583, 0.0956, -0.4516, 1.1014, 0.0949, 0.1166, 0.0885, 0.1278, 0.0602, 0.0853, 0.0949, 0.0195, 0.0614, 0.0454, 0.1121, 0.1535, 0.0694]}

***

Repeat the third record exactly.
{"formula": "C11H13N2OP", "method": "ωB97M-V/def2-TZVPD", "de_lowest_ev": 3.420, "energy_ha": -952.91178, "lumo_ev": -0.72, "homo_lumo_gap_ev": 7.21, "homo_energy_ev": -7.9333, "symbols": ["C", "C", "C", "C", "C", "C", "C", "C", "C", "C", "C", "N", "N", "O", "P", "H", "H", "H", "H", "H", "H", "H", "H", "H", "H", "H", "H", "H"], "coordinates": [[-0.52, -0.42, 2.98], [-0.26, 0.56, -1.71], [-1.58, -1.52, -1.43], [-0.38, 0.38, -3.03], [-1.75, -1.64, -2.77], [-0.80, -0.48, -0.88], [-1.12, -0.74, -3.61], [3.45, -0.10, 2.64], [-0.77, -0.52, 0.60], [-0.26, 0.09, 1.68], [-0.03, 2.48, 3.17], [-0.76, -0.85, 4.03], [-1.28, -0.89, -4.91], [2.43, 0.93, 2.68], [0.59, 1.72, 1.61], [0.31, 1.41, -1.27], [-2.03, -2.36, -0.94], [0.17, 1.07, -3.59], [-2.16, -2.45, -3.43], [4.16, -0.11, 1.78], [3.95, 0.13, 3.63], [-1.08, -1.54, 0.73], [0.34, 3.50, 3.10], [-1.14, 2.44, 3.05], [0.39, 2.01, 4.06], [-0.88, -0.30, -5.63], [-1.96, -1.66, -5.27], [2.98, -1.13, 2.72]], "lowdin_charge": [-0.2886, -0.0401, -0.0419, -0.0255, -0.0558, -0.2003, -0.3365, -0.2155, -0.0624, -0.4464, -0.3202, 0.1583, 0.0956, -0.4516, 1.1014, 0.0949, 0.1166, 0.0885, 0.1278, 0.0602, 0.0853, 0.0949, 0.0195, 0.0614, 0.0454, 0.1121, 0.1535, 0.0694]}

***

Copy entry 3 word for word.
{"formula": "C11H13N2OP", "method": "ωB97M-V/def2-TZVPD", "de_lowest_ev": 3.420, "energy_ha": -952.91178, "lumo_ev": -0.72, "homo_lumo_gap_ev": 7.21, "homo_energy_ev": -7.9333, "symbols": ["C", "C", "C", "C", "C", "C", "C", "C", "C", "C", "C", "N", "N", "O", "P", "H", "H", "H", "H", "H", "H", "H", "H", "H", "H", "H", "H", "H"], "coordinates": [[-0.52, -0.42, 2.98], [-0.26, 0.56, -1.71], [-1.58, -1.52, -1.43], [-0.38, 0.38, -3.03], [-1.75, -1.64, -2.77], [-0.80, -0.48, -0.88], [-1.12, -0.74, -3.61], [3.45, -0.10, 2.64], [-0.77, -0.52, 0.60], [-0.26, 0.09, 1.68], [-0.03, 2.48, 3.17], [-0.76, -0.85, 4.03], [-1.28, -0.89, -4.91], [2.43, 0.93, 2.68], [0.59, 1.72, 1.61], [0.31, 1.41, -1.27], [-2.03, -2.36, -0.94], [0.17, 1.07, -3.59], [-2.16, -2.45, -3.43], [4.16, -0.11, 1.78], [3.95, 0.13, 3.63], [-1.08, -1.54, 0.73], [0.34, 3.50, 3.10], [-1.14, 2.44, 3.05], [0.39, 2.01, 4.06], [-0.88, -0.30, -5.63], [-1.96, -1.66, -5.27], [2.98, -1.13, 2.72]], "lowdin_charge": [-0.2886, -0.0401, -0.0419, -0.0255, -0.0558, -0.2003, -0.3365, -0.2155, -0.0624, -0.4464, -0.3202, 0.1583, 0.0956, -0.4516, 1.1014, 0.0949, 0.1166, 0.0885, 0.1278, 0.0602, 0.0853, 0.0949, 0.0195, 0.0614, 0.0454, 0.1121, 0.1535, 0.0694]}

***

Please write out number 3 again, unchanged.
{"formula": "C11H13N2OP", "method": "ωB97M-V/def2-TZVPD", "de_lowest_ev": 3.420, "energy_ha": -952.91178, "lumo_ev": -0.72, "homo_lumo_gap_ev": 7.21, "homo_energy_ev": -7.9333, "symbols": ["C", "C", "C", "C", "C", "C", "C", "C", "C", "C", "C", "N", "N", "O", "P", "H", "H", "H", "H", "H", "H", "H", "H", "H", "H", "H", "H", "H"], "coordinates": [[-0.52, -0.42, 2.98], [-0.26, 0.56, -1.71], [-1.58, -1.52, -1.43], [-0.38, 0.38, -3.03], [-1.75, -1.64, -2.77], [-0.80, -0.48, -0.88], [-1.12, -0.74, -3.61], [3.45, -0.10, 2.64], [-0.77, -0.52, 0.60], [-0.26, 0.09, 1.68], [-0.03, 2.48, 3.17], [-0.76, -0.85, 4.03], [-1.28, -0.89, -4.91], [2.43, 0.93, 2.68], [0.59, 1.72, 1.61], [0.31, 1.41, -1.27], [-2.03, -2.36, -0.94], [0.17, 1.07, -3.59], [-2.16, -2.45, -3.43], [4.16, -0.11, 1.78], [3.95, 0.13, 3.63], [-1.08, -1.54, 0.73], [0.34, 3.50, 3.10], [-1.14, 2.44, 3.05], [0.39, 2.01, 4.06], [-0.88, -0.30, -5.63], [-1.96, -1.66, -5.27], [2.98, -1.13, 2.72]], "lowdin_charge": [-0.2886, -0.0401, -0.0419, -0.0255, -0.0558, -0.2003, -0.3365, -0.2155, -0.0624, -0.4464, -0.3202, 0.1583, 0.0956, -0.4516, 1.1014, 0.0949, 0.1166, 0.0885, 0.1278, 0.0602, 0.0853, 0.0949, 0.0195, 0.0614, 0.0454, 0.1121, 0.1535, 0.0694]}